Record 1
ORCA calculation (ωB97M-V/def2-TZVPD) on C24H45InN8O2P2S2 as an isolated structure.

## Properties
LUMO energy = -5.0 eV
Kohn-Sham gap = 8.28 eV
Net charge = +2
E_HOMO = -0.488 hartree

```
84
Properties=species:S:1:pos:R:3:forces:R:3:mulliken_charge:R:1
In -1.009833 0.115306 0.537299 -0.53 -0.14 0.26 2.51
N 1.052201 1.171757 3.380307 0.06 -0.03 -0.01 -0.16
C 0.163257 2.098744 2.943942 0.02 0.03 -0.02 0.19
N -0.691757 1.883058 1.968088 -0.04 0.07 0.00 0.19
C -1.448538 3.024428 1.718347 0.03 0.01 -0.02 -0.41
C -1.132895 4.090585 2.481491 0.02 0.01 0.01 -0.37
S 0.121600 3.689478 3.586506 -0.01 0.01 -0.02 -0.15
C -2.513786 2.955066 0.721104 0.01 0.00 -0.02 -0.63
C -3.312251 3.971303 0.319981 -0.02 -0.01 0.01 -0.40
S -4.536227 3.378961 -0.723339 0.00 0.02 0.02 -0.16
C -3.874444 1.801728 -0.588504 -0.03 -0.03 0.01 -0.20
N -2.798562 1.724546 0.153695 0.03 0.05 0.02 0.46
N -4.435132 0.709435 -1.221281 0.08 0.01 -0.05 -0.12
H 0.743367 0.215039 3.319151 -0.04 -0.04 0.01 -0.10
H 1.563619 1.380890 4.224040 0.00 0.01 0.01 0.31
H -1.584168 5.068269 2.489368 0.00 0.00 0.00 0.49
H -3.275865 5.010078 0.602312 0.00 0.00 0.00 0.49
H -5.258183 0.918500 -1.769720 0.00 0.01 -0.02 0.28
H -4.618685 -0.051969 -0.580625 0.02 -0.03 0.01 0.02
N -2.159373 -1.399124 -1.006445 0.10 0.04 -0.05 -0.52
C -3.102827 -2.497087 -0.609596 0.02 0.04 0.06 -0.84
C -3.792723 -2.239647 0.733777 -0.07 0.07 0.03 -0.48
C -2.684492 -1.862294 1.694426 0.08 -0.12 -0.19 0.30
O -1.900497 -2.734923 2.051647 -0.17 0.01 0.09 -0.54
O -2.516610 -0.594566 1.899593 0.18 0.05 -0.17 -0.76
H -2.654414 -0.741592 -1.606505 -0.06 0.04 0.02 0.28
H -1.435294 -1.810096 -1.589041 -0.03 -0.01 -0.03 0.14
H -2.513853 -3.407151 -0.514665 0.01 0.00 0.01 0.41
H -3.833062 -2.652582 -1.404657 -0.01 -0.01 0.02 0.36
H -4.287984 -3.155326 1.051449 0.01 -0.03 -0.02 0.48
H -4.542500 -1.449068 0.689095 0.01 -0.03 0.02 0.30
C 3.004752 -3.779029 0.999631 0.00 -0.01 0.01 -0.98
N 1.682371 -4.338066 1.271730 0.01 -0.01 -0.01 0.17
C 1.535924 -4.549046 2.711446 0.00 -0.01 0.01 -0.86
N 1.759795 -3.326397 3.480685 0.02 0.01 0.01 0.15
C 3.082112 -2.793605 3.163464 0.00 0.00 0.01 -0.98
N 3.273395 -2.542247 1.735479 -0.06 -0.01 0.00 0.16
C 2.423740 -1.453659 1.269530 0.08 -0.04 0.03 -1.09
P 0.610730 -1.829411 1.501115 0.20 0.06 -0.02 1.32
C 0.606876 -3.533447 0.731763 -0.02 -0.01 -0.04 -1.26
C 0.696505 -2.363002 3.297467 -0.01 0.01 0.06 -1.12
H 3.106541 -3.592284 -0.071428 0.00 0.00 0.00 0.40
H 3.751644 -4.517346 1.291635 0.01 0.00 0.00 0.28
H 2.272054 -5.289204 3.025185 0.00 0.00 0.00 0.32
H 0.538850 -4.935051 2.923722 0.00 0.00 0.00 0.43
H 3.827620 -3.521108 3.484927 0.01 0.00 -0.01 0.32
H 3.245232 -1.867688 3.719215 0.00 0.00 0.00 0.39
H 2.631579 -1.276074 0.212506 -0.01 0.00 -0.03 0.38
H 2.682395 -0.538595 1.810839 -0.03 0.00 0.01 0.36
H 0.721288 -3.454416 -0.350892 0.01 -0.01 0.00 0.45
H -0.356455 -3.990572 0.951930 0.02 0.02 0.01 0.52
H -0.269860 -2.793204 3.548696 0.03 0.01 -0.03 0.30
H 0.866939 -1.517704 3.966769 0.03 0.01 0.01 0.54
C -1.649193 2.255041 -3.035578 0.00 0.02 0.00 -1.81
C -0.446891 2.698893 -2.195307 0.02 0.01 0.01 1.09
C 0.457677 3.626373 -3.014070 -0.02 0.00 -0.01 -1.44
P 0.374529 1.222580 -1.459122 0.04 -0.01 0.00 0.67
C 0.563920 -0.024585 -2.808047 0.00 0.00 -0.01 0.80
C 1.243960 0.428722 -4.104106 0.00 -0.01 -0.01 -1.58
C 1.215597 -1.297876 -2.272028 0.02 0.00 0.02 -1.16
C 2.005805 1.680506 -0.718569 0.01 0.00 -0.02 1.96
C 3.202726 1.733998 -1.669869 0.00 0.00 0.01 -1.76
C 1.907154 2.984268 0.088286 0.01 -0.01 0.00 -1.60
H -2.283574 3.117745 -3.241710 0.00 0.00 0.00 0.51
H -2.262077 1.499328 -2.544601 -0.01 -0.02 0.02 0.40
H -1.330679 1.854557 -3.997020 0.02 -0.01 -0.03 0.32
H -0.815646 3.257184 -1.329012 0.00 0.00 0.00 0.04
H 0.891971 3.122141 -3.874918 0.00 0.02 0.01 0.23
H 1.263787 4.058876 -2.429673 0.02 0.01 0.03 0.29
H -0.148560 4.451018 -3.392487 0.00 0.00 0.00 0.49
H -0.480030 -0.254378 -3.053943 0.00 0.00 0.00 0.31
H 2.253588 0.797294 -3.938977 -0.03 -0.02 -0.01 0.24
H 0.678846 1.196157 -4.625505 -0.01 0.00 0.00 0.37
H 1.314275 -0.430283 -4.773335 -0.01 0.00 -0.01 0.49
H 2.285046 -1.160751 -2.107925 0.00 0.00 0.01 0.28
H 1.101327 -2.107829 -2.993922 0.01 0.00 0.00 0.59
H 0.772321 -1.619036 -1.327231 0.02 0.00 0.01 -0.48
H 2.180666 0.866770 -0.008268 0.00 -0.01 0.00 -1.18
H 3.063683 2.476007 -2.455520 0.00 0.00 0.00 0.31
H 3.416874 0.772956 -2.133616 0.00 0.00 0.01 0.37
H 4.086113 2.023697 -1.098649 0.00 0.00 0.00 0.50
H 2.054508 3.851562 -0.551097 0.00 0.02 -0.02 0.40
H 2.701344 2.999025 0.835435 0.00 0.00 0.00 0.50
H 0.956816 3.109445 0.603731 -0.02 0.00 0.00 0.30
```
Forces are in eV/Å.


Record 2
ORCA calculation (ωB97M-V/def2-TZVPD) on a 3-piece molecular cluster, C24H45N4O3 overall in a non-equilibrium geometry.

## Properties
LUMO energy (spin up / spin down) = -4.9 / -4.9 eV
Kohn-Sham gap (spin up / spin down) = 6.17 / 6.81 eV
Multiplicity = 3
Net charge = +1
E_HOMO (spin up / spin down) = -0.408 / -0.431 hartree

```
76
Properties=species:S:1:pos:R:3:forces:R:3:mulliken_spin:R:1
O -5.263240 0.289583 4.303779 1.23 -0.46 -1.08 0.00
C -3.890908 -0.005427 3.915756 -0.36 0.47 0.13 0.00
C -3.830705 -0.767987 2.478668 1.61 -0.03 1.23 0.00
C -2.439745 -0.390614 1.823031 2.41 -0.89 -1.61 0.00
C -1.372906 -1.415776 1.447150 -0.39 5.25 -0.02 0.00
C -0.160219 -0.719023 0.887799 -1.75 -1.45 0.75 0.00
N -0.060687 0.649143 0.741398 1.49 -2.03 -0.52 0.00
N -0.935209 1.604103 0.992241 -2.94 -3.16 1.60 0.00
C -2.082898 1.045812 1.517975 -0.88 0.24 0.28 0.00
H -5.654764 0.730987 3.523798 0.06 -0.20 0.75 0.00
H -3.403487 -0.639059 4.729990 -0.88 0.77 -1.15 0.00
H -3.340796 0.989594 3.905631 -0.36 -1.22 -0.25 0.00
H -4.737879 -0.508882 1.851537 1.28 -0.25 0.54 0.00
H -3.792681 -1.886728 2.724739 -0.33 1.58 -0.73 0.00
H -1.465615 -2.525094 1.606490 0.24 1.45 -0.34 0.00
H 0.718955 -1.370179 0.571998 -1.15 1.47 0.36 0.00
H 0.845209 1.005845 0.373590 -0.67 -0.40 0.35 0.00
H -2.898430 1.810780 1.764319 1.43 -1.13 -0.47 0.00
C 7.110812 -0.067265 1.880891 0.10 -0.34 0.16 0.01
C 5.782128 0.727633 1.947315 2.29 0.43 -0.36 0.04
C 5.614206 1.341212 3.352021 -0.46 -0.24 0.28 0.02
C 5.246670 0.307971 4.417789 0.05 0.03 -0.07 -0.02
C 4.022506 -0.496643 3.991704 0.09 0.45 0.03 0.02
C 4.175906 -1.135744 2.596916 0.13 -2.09 0.56 0.04
N 4.640194 -0.159657 1.567937 -3.07 2.91 0.96 0.33
O 3.587388 0.635773 1.257530 1.52 -1.54 -0.24 0.57
C 5.152701 -2.332252 2.675844 0.32 -0.04 0.06 0.01
C 2.836993 -1.801008 2.208524 -0.18 0.54 -0.36 -0.03
C 6.000812 1.875194 0.930890 -0.82 -0.06 -0.12 0.00
H 7.336296 -0.615483 2.794490 -0.10 -0.07 -0.06 0.00
H 7.110202 -0.771104 1.043780 -0.06 0.05 0.10 -0.01
H 7.965716 0.596847 1.733028 -0.27 0.12 -0.02 0.00
H 4.832619 2.109115 3.335179 -0.01 -0.07 -0.19 0.00
H 6.534789 1.850239 3.653114 0.02 -0.08 -0.29 0.00
H 6.090988 -0.358606 4.615864 -0.04 0.01 -0.04 0.00
H 5.037258 0.817924 5.362853 0.03 -0.06 -0.08 0.00
H 3.825328 -1.271670 4.739753 -0.01 -0.11 -0.26 0.00
H 3.149593 0.168425 4.003985 0.04 -0.05 -0.19 0.00
H 5.366031 -2.731218 1.679917 -0.01 0.11 0.07 -0.01
H 4.723106 -3.146531 3.266299 -0.16 0.19 -0.08 0.00
H 6.097392 -2.100908 3.160732 -0.02 0.09 -0.11 0.00
H 2.004933 -1.093399 2.210105 0.27 0.10 0.07 0.01
H 2.570923 -2.588920 2.918120 0.30 0.11 0.03 0.00
H 2.898844 -2.260788 1.216204 0.07 0.06 0.04 0.00
H 6.129282 1.484156 -0.082024 -0.04 -0.01 0.09 0.00
H 6.896163 2.448146 1.180805 -0.02 -0.29 0.18 0.00
H 5.176189 2.589607 0.923911 -0.07 -0.19 -0.04 0.00
C -5.003811 1.455472 -2.846602 -0.03 0.28 -0.21 0.02
C -4.053322 0.241198 -2.692894 -1.08 1.44 1.16 0.03
C -2.609775 0.738116 -2.475226 0.29 -0.07 -0.37 0.02
C -1.969439 1.294797 -3.747160 -0.02 -0.01 0.02 -0.02
C -2.065307 0.285045 -4.887076 0.11 -0.05 0.46 0.02
C -3.503917 -0.211752 -5.134795 -0.37 0.84 -2.07 0.03
N -4.179573 -0.655658 -3.878824 3.09 -2.54 1.22 0.30
O -3.657955 -1.856566 -3.536738 -1.41 1.63 -0.54 0.61
C -4.331780 0.901796 -5.818535 -0.08 0.34 0.14 0.01
C -3.463001 -1.326724 -6.208533 0.04 -0.52 0.60 -0.01
C -4.543814 -0.434551 -1.389792 0.24 -0.72 -0.32 -0.01
H -4.571118 2.277523 -3.414451 -0.04 -0.11 -0.09 0.00
H -5.945523 1.163650 -3.319286 0.15 -0.02 0.00 -0.01
H -5.259642 1.888146 -1.875518 0.13 -0.21 0.01 0.00
H -1.981957 -0.082217 -2.105594 -0.16 -0.17 -0.06 0.00
H -2.589679 1.511467 -1.699092 -0.28 -0.06 0.01 0.00
H -2.440253 2.239564 -4.033794 -0.02 -0.05 0.04 0.00
H -0.917589 1.528722 -3.553829 -0.08 0.01 -0.02 0.00
H -1.662157 0.736311 -5.799253 -0.24 -0.13 -0.03 0.00
H -1.412162 -0.564819 -4.652807 -0.21 -0.06 -0.02 0.00
H -5.383669 0.613796 -5.901167 0.12 -0.01 0.07 -0.01
H -3.966678 1.090635 -6.831743 0.07 -0.23 0.13 0.00
H -4.279583 1.865095 -5.316361 -0.06 -0.06 0.07 0.00
H -2.820337 -2.163024 -5.923406 -0.18 0.08 0.14 0.00
H -3.064784 -0.941153 -7.150718 -0.07 0.24 0.23 0.00
H -4.465217 -1.715750 -6.409710 0.08 0.04 0.09 0.00
H -5.568767 -0.799539 -1.496726 0.10 -0.01 -0.04 -0.01
H -4.530385 0.272616 -0.555448 0.02 0.26 -0.29 0.00
H -3.908775 -1.270321 -1.088290 -0.06 -0.10 -0.23 0.00
```
Forces are in eV/Å.


Record 3
ORCA calculation (ωB97M-V/def2-TZVPD) on an isolated ion of composition C24H46BBrI2N5O5 and charge +1 in a non-equilibrium geometry.

## Properties
LUMO energy = -3.6 eV
Kohn-Sham gap = 7.75 eV
Structure (SMILES) = COCCCCCCCCCN1C(N(CCCCOC(C)=O)B(N)O)=[NH+][C@](N)(CC(=O)I)[C@]1(Br)CCCI
Net charge = +1
E_HOMO = -0.418 hartree

```
84
Properties=species:S:1:pos:R:3:forces:R:3:mulliken_charge:R:1
C -7.158759 -0.353998 -2.668575 -0.13 -0.88 0.47 -0.67
O -5.926815 0.409392 -2.539857 -0.59 -0.41 -1.09 -0.30
C -5.354545 0.682321 -3.840331 -0.33 0.46 -0.65 -0.44
C -4.652646 2.139835 -3.919415 -0.05 -0.90 -1.20 -0.46
C -3.070588 1.988390 -4.180153 0.11 1.72 0.19 -0.78
C -2.167871 2.601500 -2.962686 -0.33 -0.71 -1.08 0.26
C -0.936283 3.381575 -3.653295 0.12 -1.27 0.21 -0.88
C 0.392056 3.394079 -2.751965 -0.31 1.71 -0.12 -0.67
C 0.107959 3.540142 -1.172345 1.16 -0.60 -0.34 -0.67
C 0.268636 2.071336 -0.474493 -0.24 1.84 1.22 0.77
C 1.407557 2.259557 0.658313 0.36 0.49 -2.16 -1.44
N 1.779971 1.004246 1.380834 1.24 -0.96 0.09 0.64
C 1.233375 -0.265115 0.870883 -1.45 1.69 1.47 -2.06
N 1.762605 -1.129711 0.001123 -1.27 2.53 1.39 1.06
C 3.082829 -0.808755 -0.615560 1.85 0.45 -1.17 -0.52
C 3.588341 -1.865635 -1.704151 1.10 -0.27 -0.24 -0.92
C 4.291774 -3.188425 -1.048820 -0.37 0.13 -0.70 -0.49
C 3.511030 -4.552926 -1.390792 1.27 -0.06 -0.92 -0.56
O 3.573380 -5.418724 -0.199998 -3.04 -0.17 0.16 -0.36
C 2.408466 -6.217331 -0.080910 -2.08 -2.65 -1.87 0.65
C 1.747633 -6.535020 1.363890 1.09 0.66 0.22 -0.84
O 1.831469 -6.753367 -1.063421 2.40 2.61 3.07 -0.54
B 0.938227 -2.380230 -0.260343 -0.71 -2.83 0.00 0.44
N 0.978009 -3.436192 0.803704 0.46 0.89 -3.27 -0.39
O 0.169918 -2.587257 -1.481245 0.24 1.48 3.17 -0.69
N -0.063907 -0.382265 1.562202 1.49 0.10 -2.34 0.05
C -0.054367 0.469413 2.806831 -1.06 -1.32 1.04 0.48
N -0.554125 -0.491115 3.829527 0.55 0.45 -0.08 -0.44
C -1.097415 1.682308 2.929521 0.23 0.69 -0.25 -0.39
C -2.503671 1.426716 2.221085 -0.92 -3.76 -0.51 -0.27
O -3.003075 0.303468 1.993708 2.33 4.66 0.89 -0.46
I -3.581981 3.234920 1.566009 0.62 -0.77 0.38 0.06
C 1.517364 0.915450 2.841187 -1.52 -0.18 -0.54 0.43
Br 2.437599 -0.836644 3.287524 0.28 0.85 0.48 -0.08
C 1.963438 2.165094 3.731674 1.39 0.11 -0.28 -0.48
C 2.593486 1.802134 5.156186 -0.46 1.29 1.05 -0.92
C 1.436265 1.338432 6.211368 0.61 -0.02 -1.59 -0.65
I 1.231011 2.784386 7.871762 0.12 -0.96 -0.83 0.06
H -7.446866 -0.738281 -1.623655 0.47 0.82 -1.52 0.21
H -6.988736 -1.304451 -3.306429 -0.31 1.56 0.77 0.29
H -8.023789 0.276267 -3.091113 1.36 -0.88 0.50 0.29
H -4.588682 -0.124289 -4.155889 -1.12 1.08 0.69 0.24
H -6.206906 0.623897 -4.605183 1.19 0.21 0.91 0.31
H -4.921714 2.817633 -3.040205 0.49 -1.22 -1.03 0.29
H -5.082593 2.654279 -4.858656 0.55 -0.77 1.51 0.31
H -2.809067 2.648052 -5.091423 -0.48 -1.09 1.31 0.34
H -2.741625 0.929185 -4.465327 -0.60 1.43 0.61 0.34
H -2.826505 3.276017 -2.309001 1.08 -0.89 -0.97 0.18
H -1.841958 1.706005 -2.323493 -0.18 1.40 -0.73 -0.20
H -0.679567 2.797448 -4.612334 -0.37 0.94 1.38 0.37
H -1.290373 4.410737 -3.996067 0.62 -1.27 0.70 0.29
H 1.004681 4.323879 -3.057046 -0.83 -1.52 0.33 0.30
H 1.050335 2.487788 -2.968135 -0.97 1.10 0.36 0.29
H -0.883839 4.040218 -0.922188 1.20 -0.87 -0.48 0.33
H 0.932370 4.234144 -0.751899 -1.29 -1.12 -0.53 0.49
H 0.522176 1.288943 -1.261941 -0.39 0.88 1.18 0.31
H -0.708355 1.864404 0.093811 1.26 -0.09 -1.12 -0.44
H 1.061791 3.116287 1.322535 0.51 -1.46 -0.46 0.45
H 2.370584 2.629863 0.134728 -1.56 -0.45 0.77 0.24
H 3.876242 -0.758128 0.216921 -1.36 -0.05 -1.08 0.32
H 3.081504 0.222432 -1.136542 -0.42 -1.58 1.02 0.25
H 2.811313 -2.134520 -2.504091 0.88 0.43 1.32 0.40
H 4.443903 -1.344076 -2.279706 -1.55 -0.55 0.94 0.40
H 4.370651 -2.976279 0.069317 -0.04 -0.73 -1.38 0.32
H 5.350340 -3.313044 -1.491240 -1.67 0.41 0.95 0.40
H 2.453679 -4.396302 -1.785352 1.23 -0.25 0.88 0.31
H 4.081567 -5.121371 -2.214604 -0.96 1.02 1.14 0.40
H 0.692525 -6.092040 1.407275 1.63 -0.57 -0.21 0.25
H 1.627531 -7.659603 1.540244 0.43 1.66 -0.58 0.32
H 2.395191 -6.077357 2.198156 -1.10 -0.75 -1.18 0.28
H 1.958885 -3.734749 0.982986 -0.93 0.37 0.43 0.20
H 0.478182 -4.239877 0.370703 0.48 0.55 0.75 0.26
H -0.762072 -2.418038 -1.181440 0.73 -0.44 -0.89 0.32
H -0.786464 -0.164021 0.856238 0.07 -0.33 0.76 0.37
H -0.606329 -1.444218 3.454346 0.36 0.63 0.39 0.28
H -0.045134 -0.437957 4.719457 -0.32 -0.21 -0.61 0.24
H -0.660425 2.668937 2.559247 -0.82 -1.26 0.35 0.46
H -1.319606 1.804610 4.057134 0.31 -0.20 -1.81 0.41
H 2.785322 2.716677 3.133081 -1.27 -0.95 0.84 0.41
H 1.141327 2.945598 3.901744 0.87 -1.41 -0.37 0.26
H 2.995804 2.795407 5.589436 -0.48 -1.54 -0.96 0.55
H 3.483262 1.094287 5.128602 -1.39 0.77 -0.17 0.30
H 0.450558 1.424678 5.639389 1.22 -0.44 1.19 0.18
H 1.674533 0.288948 6.578635 -0.70 1.50 -0.19 0.35
```
Forces are in eV/Å.


no.,E_tot (a.u.)
1,-3198.875576
2,-1385.732904
3,-4785.928141